10
Properties=species:S:1:pos:R:3:forces:R:3 method="wB97M-V/def2-TZVPD" charge=+1 homo_ev="-13.46 / -14.84" spin_multiplicity=4 orbital_gap_ev="7.9 / 6.9" s2=3.792
O 1.60596 -0.31672 0.61956 2.02 -5.83 3.12
C 0.67098 -1.08696 0.12776 -0.02 -1.51 -1.63
C -0.55154 -0.39606 -0.26328 0.09 -0.63 -1.85
C -1.70573 0.43314 0.17074 -1.41 0.96 0.97
C -0.57576 1.03703 -0.55781 -3.82 -1.93 -0.29
H -0.62152 -1.71194 0.24157 0.08 0.81 0.51
H 0.97278 -1.95384 -0.49213 0.12 0.34 0.64
H -1.85912 0.63033 1.24378 0.03 0.09 -0.24
H -2.65500 0.23959 -0.35347 0.62 0.08 -0.03
Pd 1.13310 1.28428 0.01488 2.29 7.61 -1.19